ORCA calculation (ωB97M-V/def2-TZVPD) on a structure of composition C4H5NOS2 at a distorted geometry.

Geometry as ORCA input:
```
! RIJCOSX wB97M-V def2-TZVPD def2/J DEFGRID3
* xyz 0 1
C -1.101 0.681 -0.599
C 0.272 1.429 -0.194
C 1.390 0.778 0.326
C 1.417 -0.859 0.578
H -2.817 -1.845 1.669
H -1.998 1.149 -1.093
H 0.236 2.560 -0.319
H 2.379 1.395 0.713
H 1.123 -0.624 -1.887
N -1.164 -0.376 0.056
O 1.481 -1.326 1.777
S -2.724 -1.240 0.058
S 1.506 -1.723 -1.087
*
```

Results
Electronic energy: -29432.186 eV
ΔE to the lowest compared entry with this formula, charge and spin: 473.56 kJ/mol